[1]
Below is 11 unconnected molecules or ions with the total composition C19H37N11O18 at a distorted geometry, with properties calculated with ωB97M-V/def2-TZVPD.

```
! wB97M-V def2-TZVPD RIJCOSX def2/J DEFGRID3
* xyz 0 1
C 0.144 4.149 -6.553
N 0.684 3.188 -5.596
O -0.029 2.263 -5.313
O 1.880 3.247 -5.356
H -0.794 3.749 -6.862
H 0.900 4.315 -7.285
H -0.066 5.043 -6.007
C -2.705 3.809 2.072
N -3.913 3.512 1.185
O -3.942 3.827 0.004
O -4.789 2.988 1.854
H -2.865 3.416 3.046
H -2.585 4.841 2.087
H -1.915 3.276 1.591
C -6.309 2.144 -1.223
N -5.303 1.267 -1.775
O -5.254 1.258 -3.024
O -4.636 0.667 -1.030
H -6.143 2.142 -0.204
H -7.277 1.782 -1.566
H -6.151 3.182 -1.479
C 2.230 2.165 2.803
N 1.075 2.657 3.476
O 0.925 3.862 3.536
O 0.363 1.834 4.026
H 2.038 1.133 2.802
H 3.184 2.430 3.271
H 2.105 2.482 1.711
C 0.327 -1.211 5.409
N -0.896 -1.997 5.151
O -1.351 -2.525 6.158
O -1.426 -2.154 4.055
H 1.041 -2.041 5.559
H 0.218 -0.583 6.293
H 0.592 -0.635 4.550
C 0.306 -1.947 1.368
N 1.715 -2.207 1.903
O 2.145 -1.379 2.663
O 2.278 -3.236 1.624
H -0.093 -1.400 2.212
H -0.154 -2.916 1.278
H 0.412 -1.321 0.520
C -1.863 -2.574 -3.566
N -0.497 -2.129 -3.310
O -0.312 -1.550 -2.265
O 0.429 -2.528 -4.006
H -2.470 -1.857 -3.021
H -1.967 -3.624 -3.297
H -1.976 -2.568 -4.701
C -3.371 -3.621 1.541
N -4.028 -2.441 0.943
O -4.166 -2.388 -0.259
O -4.428 -1.573 1.742
H -2.653 -3.294 2.261
H -2.868 -4.070 0.683
H -4.115 -4.270 1.993
C 3.378 -2.050 -2.759
N 2.593 -2.311 -1.547
O 2.476 -1.334 -0.717
O 1.959 -3.302 -1.601
H 3.786 -1.005 -2.727
H 2.708 -2.112 -3.618
H 4.190 -2.712 -2.829
C -1.676 0.946 -1.286
C -0.492 1.724 -1.556
C 0.313 2.016 -0.520
N 0.089 1.696 0.786
C -0.997 1.033 1.008
C -1.861 0.610 -0.016
H -2.315 0.486 -2.032
H -0.262 2.136 -2.526
H 1.267 2.511 -0.641
H -1.321 0.853 2.034
H -2.715 0.029 0.207
C 5.600 -0.818 -0.292
C 5.324 -0.579 1.019
C 5.841 -1.367 2.016
N 6.739 -2.301 1.824
C 7.085 -2.511 0.498
C 6.518 -1.763 -0.534
H 5.219 -0.194 -1.041
H 4.554 0.126 1.299
H 5.554 -1.187 3.035
H 7.808 -3.296 0.356
H 6.957 -1.913 -1.511
*
```

Values from the calculation:
SMILES string   C[N+](=O)[O-].C[N+](=O)[O-].C[N+](=O)[O-].C[N+](=O)[O-].C[N+](=O)[O-].C[N+](=O)[O-].C[N+](=O)[O-].C[N+](=O)[O-].C[N+](=O)[O-].c1ccncc1.c1ccncc1
E   -73521.73491 eV
HOMO-LUMO gap   9.328 eV

[2]
Below is a single C2H4N2S2 molecule at a distorted geometry, with properties calculated with ωB97M-V/def2-TZVPD.

```
! wB97M-V def2-TZVPD RIJCOSX def2/J DEFGRID3
* xyz 0 1
N 0.202 -1.657 1.446
S -0.764 -1.213 0.197
N -0.146 0.203 -0.042
C -0.194 1.053 -1.012
C -0.715 0.980 -2.340
S -1.911 0.118 -2.953
H 1.154 -1.992 1.251
H 0.171 -1.142 2.314
H 0.536 1.760 -0.852
H -0.251 1.779 -3.098
*
```

Values from the calculation:
Relative energy (zero: lowest compared OMol25 entry of this formula, charge and spin)   2.824 eV
SMILES string   NS/N=C\C=S
E   -26787.19020 eV
HOMO-LUMO gap   7.629 eV

[3]
Below is a molecular structure, C21H44B3IO18, with properties calculated with ωB97M-V/def2-TZVPD.

```
! wB97M-V def2-TZVPD RIJCOSX def2/J DEFGRID3
* xyz 0 1
C -4.663 4.045 2.377
C -3.223 4.562 2.409
C -2.667 4.656 3.847
B -1.185 5.135 3.756
O -0.917 6.447 3.382
B 0.394 6.751 3.728
O 1.386 5.957 3.203
B 0.952 4.656 3.131
C 1.555 3.637 2.112
I 0.497 4.071 0.265
C 1.313 2.183 2.454
C 2.159 1.726 3.662
O -0.089 4.313 3.989
H -5.342 4.875 2.529
H -4.852 3.567 1.421
H -4.830 3.288 3.138
H -2.562 3.998 1.759
H -3.240 5.582 2.036
H -3.280 5.398 4.352
H -2.777 3.706 4.361
H 0.604 7.618 4.508
H 2.605 3.799 1.899
H 0.266 1.999 2.659
H 1.575 1.563 1.604
H 2.877 0.982 3.346
H 2.651 2.549 4.171
H 1.511 1.248 4.389
C 2.221 5.614 -2.864
O 2.976 4.983 -3.903
C 4.273 4.846 -3.630
O 4.825 5.199 -2.620
O 4.856 4.249 -4.672
C 6.260 4.035 -4.516
H 1.193 5.658 -3.214
H 2.265 5.034 -1.944
H 2.581 6.625 -2.684
H 6.459 3.389 -3.664
H 6.782 4.982 -4.396
H 6.598 3.548 -5.426
C 3.772 -4.081 0.482
O 2.718 -3.121 0.614
C 2.493 -2.397 -0.483
O 3.082 -2.493 -1.528
O 1.491 -1.555 -0.223
C 1.129 -0.713 -1.322
H 3.847 -4.597 1.435
H 3.539 -4.804 -0.298
H 4.717 -3.590 0.264
H 0.790 -1.308 -2.168
H 1.966 -0.083 -1.615
H 0.311 -0.087 -0.978
C -5.271 -3.250 -0.839
O -4.210 -4.198 -0.701
C -2.994 -3.654 -0.744
O -2.750 -2.484 -0.900
O -2.093 -4.625 -0.589
C -0.739 -4.167 -0.617
H -6.203 -3.806 -0.795
H -5.250 -2.527 -0.025
H -5.207 -2.738 -1.797
H -0.553 -3.461 0.190
H -0.509 -3.709 -1.578
H -0.106 -5.039 -0.479
C 2.727 -8.507 1.049
O 3.797 -9.438 1.220
C 5.013 -8.892 1.185
O 5.258 -7.724 1.027
O 5.910 -9.863 1.355
C 7.269 -9.419 1.339
H 1.808 -9.083 1.098
H 2.732 -7.764 1.844
H 2.795 -8.017 0.079
H 7.452 -8.712 2.146
H 7.514 -8.964 0.381
H 7.882 -10.303 1.487
C -9.462 1.467 -3.149
O -8.401 0.519 -3.010
C -7.179 1.056 -3.039
O -6.925 2.224 -3.169
O -6.291 0.071 -2.900
C -4.927 0.505 -2.914
H -10.387 0.900 -3.108
H -9.442 2.189 -2.335
H -9.394 1.982 -4.105
H -4.734 1.189 -2.090
H -4.683 0.981 -3.861
H -4.313 -0.382 -2.787
*
```

Values from the calculation:
E   -69483.01828 eV
HOMO-LUMO gap   9.814 eV

[4]
Below is a molecular structure, C34H27BiN6OP2SSe2 at a distorted geometry, with properties calculated with ωB97M-V/def2-TZVPD.

```
! wB97M-V def2-TZVPD RIJCOSX def2/J DEFGRID3
* xyz 0 1
Bi -2.017 -2.510 0.479
N -4.683 -5.065 -2.025
C -4.181 -4.360 -1.003
S -3.688 -2.703 -1.436
N -4.094 -4.904 0.157
N -3.523 -4.182 1.145
C -3.517 -4.628 2.350
C -3.065 -3.857 3.471
C -2.974 -4.513 4.710
C -2.702 -3.844 5.879
C -2.563 -2.461 5.837
C -2.639 -1.787 4.638
C -2.846 -2.452 3.419
O -2.848 -1.696 2.329
H -4.849 -4.602 -2.899
H -5.080 -5.974 -1.847
H -3.935 -5.615 2.550
H -3.127 -5.582 4.728
H -2.617 -4.377 6.816
H -2.380 -1.916 6.750
H -2.530 -0.714 4.606
Se 3.010 2.094 -1.288
P 0.980 2.642 -1.285
C 0.482 3.004 -3.007
C 0.176 4.236 -3.568
C -0.053 4.335 -4.931
C 0.028 3.221 -5.746
C 0.353 1.992 -5.194
C 0.580 1.886 -3.836
C 0.742 3.934 -0.014
C 0.475 5.282 -0.208
C 0.460 6.145 0.875
C 0.719 5.684 2.153
C 1.008 4.343 2.349
C 1.021 3.476 1.274
C -0.179 1.352 -0.783
C -0.138 0.012 -0.370
N -1.440 -0.320 -0.147
N -2.193 0.726 -0.406
N -1.474 1.721 -0.782
P 1.316 -1.039 -0.182
Se 1.073 -3.072 0.456
C 2.236 -0.270 1.185
C 1.445 -0.062 2.315
C 2.025 0.360 3.495
C 3.394 0.568 3.553
C 4.176 0.366 2.428
C 3.606 -0.066 1.243
C 1.964 -1.202 -1.874
C 3.295 -1.135 -2.257
C 3.645 -1.478 -3.552
C 2.684 -1.908 -4.451
C 1.354 -1.971 -4.069
C 0.993 -1.622 -2.782
H 0.105 5.129 -2.971
H -0.279 5.301 -5.358
H -0.150 3.313 -6.808
H 0.449 1.122 -5.826
H 0.853 0.928 -3.409
H 0.273 5.684 -1.187
H 0.263 7.194 0.710
H 0.707 6.368 2.988
H 1.244 3.978 3.338
H 1.267 2.431 1.427
H 0.376 -0.247 2.264
H 1.410 0.515 4.369
H 3.850 0.880 4.480
H 5.241 0.538 2.473
H 4.228 -0.221 0.376
H 4.055 -0.802 -1.570
H 4.678 -1.416 -3.856
H 2.970 -2.203 -5.450
H 0.598 -2.301 -4.766
H -0.045 -1.684 -2.469
*
```

Values from the calculation:
Relative energy (zero: lowest compared OMol25 entry of this formula, charge and spin)   0.436 eV
E   -212629.59337 eV
HOMO-LUMO gap   7.446 eV

[5]
Below is a molecular structure, C15H31N3O8P3PdTe, with properties calculated with ωB97M-V/def2-TZVPD.

```
! wB97M-V def2-TZVPD RIJCOSX def2/J DEFGRID3
* xyz 1 1
Pd 0.508 0.016 0.605
O -2.840 0.875 3.783
P -1.804 0.258 2.788
O -2.639 -0.421 1.615
O -0.872 1.261 2.238
O -1.167 -0.954 3.573
P -0.126 -2.138 3.004
O -1.122 -3.080 2.194
O 0.525 -2.776 4.136
O 0.716 -1.436 1.938
H -3.236 0.270 4.423
H -1.350 -3.863 2.713
C -2.887 -6.325 -1.629
C -2.625 -4.878 -1.333
C -1.356 -4.338 -1.454
C -1.075 -2.998 -1.202
C 0.341 -2.559 -1.429
C -2.134 -2.186 -0.785
Te -1.931 -0.190 -0.243
C -3.451 -2.697 -0.693
C -4.615 -1.833 -0.280
C -3.669 -4.034 -0.962
H -1.961 -6.879 -1.770
H -3.484 -6.425 -2.538
H -3.449 -6.791 -0.819
H -0.544 -4.981 -1.775
H 0.767 -3.131 -2.251
H 0.936 -2.742 -0.534
H 0.433 -1.503 -1.692
H -4.550 -1.569 0.776
H -5.557 -2.355 -0.436
H -4.664 -0.907 -0.860
H -4.675 -4.430 -0.885
C 2.242 4.975 -1.370
N 1.489 3.731 -1.508
C 0.989 3.495 -2.861
P 1.662 2.502 -0.442
O 0.588 1.482 -0.798
N 1.577 3.193 1.031
C 2.129 2.588 2.247
C 0.524 4.172 1.327
N 3.099 1.695 -0.440
C 4.340 2.393 -0.109
C 3.319 0.480 -1.225
H 3.117 4.984 -2.025
H 2.571 5.113 -0.343
H 1.601 5.816 -1.641
H 1.810 3.431 -3.579
H 0.342 4.324 -3.151
H 0.411 2.576 -2.893
H 2.845 1.806 2.007
H 1.325 2.164 2.850
H 2.640 3.357 2.829
H 0.127 4.596 0.409
H 0.944 4.976 1.935
H -0.284 3.690 1.879
H 4.136 3.289 0.473
H 4.881 2.677 -1.016
H 4.984 1.740 0.483
H 2.374 0.078 -1.582
H 3.820 -0.272 -0.612
H 3.953 0.690 -2.091
*
```

Values from the calculation:
E   -75550.56573 eV
HOMO-LUMO gap (alpha / beta)   6.935 / 7.166 eV

[6]
Below is a gas-phase ion, C4H6BrClN3 (charge +1) at a distorted geometry, with properties calculated with ωB97M-V/def2-TZVPD.

```
! wB97M-V def2-TZVPD RIJCOSX def2/J DEFGRID3
* xyz 1 3
C 1.576 0.519 0.906
C -0.629 0.067 -0.548
C 0.751 -0.759 1.199
C -0.690 -0.543 0.821
N 1.339 1.263 -0.091
N 0.334 0.910 -0.880
N -1.623 -0.093 -1.420
Cl 2.952 0.903 1.845
Br 0.508 1.682 -2.660
H 1.359 -1.376 0.445
H 0.863 -1.007 2.169
H -1.253 0.160 1.305
H -1.371 -1.321 0.678
H -2.272 -0.856 -1.536
H -1.846 0.452 -2.231
*
```

Values from the calculation:
Relative energy (zero: lowest compared OMol25 entry of this formula, charge and spin)   0.000 eV
E   -91268.34407 eV
<S²>   2.009
HOMO-LUMO gap (alpha / beta)   7.015 / 5.957 eV

[7]
Below is 2 unconnected molecules or ions with the total composition C5H9NO at a distorted geometry, with properties calculated with ωB97M-V/def2-TZVPD.

```
! wB97M-V def2-TZVPD RIJCOSX def2/J DEFGRID3
* xyz 0 1
C -0.280 -2.189 -1.436
C 0.084 -1.215 -0.611
C -0.284 -1.158 0.849
C 0.905 -1.109 1.711
N 1.850 -1.050 2.376
H -0.014 -2.168 -2.488
H -0.856 -3.051 -1.104
H 0.657 -0.366 -0.979
H -0.899 -2.017 1.128
H -0.847 -0.237 1.042
C -0.146 2.530 -0.415
O -0.326 1.979 0.878
H 0.580 1.960 -1.012
H -1.117 2.488 -0.913
H 0.178 3.579 -0.377
H 0.514 2.024 1.352
*
```

Values from the calculation:
Relative energy (zero: lowest compared OMol25 entry of this formula, charge and spin)   2.179 eV
SMILES string   C=CCC#N.CO
E   -8867.03322 eV
HOMO-LUMO gap   11.185 eV

[8]
Below is a molecular structure, C3H8Cl3HgO2 at a distorted geometry, with properties calculated with ωB97M-V/def2-TZVPD.

```
! wB97M-V def2-TZVPD RIJCOSX def2/J DEFGRID3
* xyz -2 2
Hg 1.869 -0.893 -0.494
C 1.232 1.965 1.154
O 2.053 1.393 0.152
H 1.861 2.068 2.038
H 0.963 2.983 0.873
H 0.368 1.324 1.330
C -0.500 -2.467 1.742
O 0.516 -2.156 0.836
H -0.983 -3.437 1.622
H -0.141 -2.504 2.770
H -1.275 -1.700 1.757
Cl 3.516 -0.037 -2.435
C -2.037 0.724 -2.178
Cl -2.132 1.175 -3.941
Cl -0.449 0.027 -1.757
H -2.101 1.593 -1.523
H -2.758 -0.059 -1.945
*
```

Values from the calculation:
Relative energy (zero: lowest compared OMol25 entry of this formula, charge and spin)   0.000 eV
E   -49074.39360 eV
<S²>   0.754
HOMO-LUMO gap (alpha / beta)   3.029 / 4.933 eV

[9]
Below is 3 unconnected molecules or ions with the total composition C23H36O8 at a distorted geometry, with properties calculated with ωB97M-V/def2-TZVPD.

```
! wB97M-V def2-TZVPD RIJCOSX def2/J DEFGRID3
* xyz 0 1
C 1.142 -1.736 2.005
C 0.130 -1.209 0.806
C -1.468 -1.610 0.708
C -2.449 -1.102 -0.547
C -1.880 -0.130 -1.784
C -2.902 0.306 -2.985
C -2.608 1.760 -3.675
C -4.426 0.428 -2.307
C -0.279 0.263 -1.673
O 0.377 1.075 -2.708
C 0.920 0.260 -3.805
C 2.567 0.367 -3.815
O 3.299 -0.908 -3.615
C 4.556 -0.582 -2.918
O 5.400 -1.487 -2.353
O 4.726 0.902 -3.019
C 3.324 1.356 -2.750
C 3.119 2.981 -2.834
O 2.757 3.541 -1.489
O 3.806 3.592 -0.717
C 0.706 -0.249 -0.423
H 0.787 -2.774 2.452
H 2.179 -1.963 1.459
H 1.377 -0.933 2.822
H -1.922 -2.279 1.553
H -3.558 -1.504 -0.495
H -2.981 -0.596 -3.742
H -1.867 1.554 -4.589
H -2.080 2.546 -2.986
H -3.605 2.159 -4.180
H -5.134 1.148 -2.910
H -4.889 -0.635 -2.101
H -4.236 0.974 -1.263
H 0.563 0.785 -4.815
H 0.520 -0.860 -3.763
H 2.962 0.795 -4.857
H 3.243 1.152 -1.601
H 2.230 3.215 -3.560
H 4.123 3.530 -3.137
H 3.507 3.566 0.260
H 1.851 0.035 -0.348
C -1.109 -6.597 3.485
C -2.182 -5.541 3.417
C -1.515 -4.367 4.099
O -0.108 -4.481 3.844
C 0.151 -5.780 3.293
H -1.222 -7.387 2.738
H -1.106 -7.060 4.478
H -2.394 -5.294 2.370
H -3.120 -5.836 3.895
H -1.662 -4.401 5.184
H -1.879 -3.404 3.729
H 0.383 -5.652 2.230
H 1.018 -6.224 3.789
C 0.409 4.945 2.887
C 0.699 4.529 1.468
C 0.176 3.110 1.441
O -0.913 3.050 2.373
C -0.907 4.250 3.158
H 0.356 6.028 3.025
H 1.184 4.552 3.555
H 0.124 5.153 0.774
H 1.755 4.600 1.196
H 0.939 2.398 1.772
H -0.173 2.810 0.448
H -1.754 4.865 2.834
H -1.041 4.001 4.214
*
```

Values from the calculation:
SMILES string   Cc1ccc(C(C)C)c(OC[C@@H]2OC(=O)O[C@H]2COO)c1.C1CCOC1.C1CCOC1
E   -40796.61331 eV
HOMO-LUMO gap   8.454 eV

[10]
Below is a molecular structure, C16H8I2NO3ReS5Sb at a distorted geometry, with properties calculated with ωB97M-V/def2-TZVPD.

```
! wB97M-V def2-TZVPD RIJCOSX def2/J DEFGRID3
* xyz 1 1
Re 1.180 0.485 -1.008
O 3.744 -0.935 1.627
C 2.937 -0.004 1.351
O 2.839 0.369 0.030
C 2.166 0.746 2.411
C 2.536 0.443 3.757
C 1.848 0.984 4.841
C 0.963 2.029 4.588
C 0.593 2.368 3.296
C 1.111 1.638 2.207
S 0.273 1.968 0.669
H 3.319 -0.328 3.781
H 1.967 0.605 5.857
H 0.455 2.547 5.397
H -0.138 3.124 3.056
I -0.108 -4.000 1.523
C -1.217 -2.831 0.160
C -2.496 -3.173 -0.194
C -3.293 -2.323 -0.956
I -5.219 -3.162 -1.148
C -2.805 -1.083 -1.426
C -3.413 -0.430 -2.516
C -2.661 0.511 -3.216
C -1.423 0.966 -2.741
N -0.797 0.330 -1.715
C -1.448 -0.741 -1.096
C -0.642 -1.582 -0.286
O 0.583 -1.246 -0.003
H -2.828 -4.142 0.086
H -4.503 -0.436 -2.735
H -3.214 1.118 -4.009
H -0.996 1.830 -3.125
S 4.309 1.413 -4.578
Sb 2.218 0.817 -3.968
S 2.194 -1.059 -2.528
S 1.680 2.376 -2.154
S 0.286 0.812 -5.233
*
```

Values from the calculation:
E   -103390.77019 eV
HOMO-LUMO gap (alpha / beta)   3.973 / 3.964 eV